Record 1
{"formula": "C9H18BiCl2OS", "method": "wB97M-V/def2-TZVPD", "total_energy_ha": -1962.10769, "total_charge": -1, "de_lowest_kcal_mol": 27.0, "e_homo_ev": [-1.9798, -1.9788], "symbols": ["Bi", "Cl", "Cl", "S", "O", "C", "C", "C", "C", "C", "C", "C", "C", "C", "H", "H", "H", "H", "H", "H", "H", "H", "H", "H", "H", "H", "H", "H", "H", "H", "H", "H"], "coordinates": [[0.688, -2.380, -2.093], [2.853, -2.217, -0.829], [1.237, -1.942, -4.458], [-2.099, -1.904, 0.300], [-1.908, -2.494, -1.091], [0.666, 2.831, -0.858], [0.377, -0.235, -1.619], [1.606, 1.044, 1.373], [0.156, 1.335, 1.112], [2.499, 2.115, 0.736], [2.134, 2.375, -0.724], [-1.544, -3.173, 1.451], [-0.257, 2.057, 0.032], [-3.857, -1.998, 0.585], [2.372, 3.053, 1.288], [-2.156, -3.106, 2.356], [1.876, 0.053, 0.967], [0.966, 0.244, -0.839], [2.775, 3.171, -1.120], [-0.421, 0.301, -2.157], [0.654, 3.902, -0.580], [0.312, 2.775, -1.897], [-4.260, -1.008, 0.347], [-0.494, -2.965, 1.698], [-1.644, -4.154, 0.971], [-1.320, 2.127, -0.220], [-4.275, -2.757, -0.083], [-4.042, -2.231, 1.638], [-0.552, 0.838, 1.781], [1.805, 0.999, 2.454], [3.555, 1.847, 0.826], [2.296, 1.495, -1.347]], "forces_ev_per_a": [[-0.6, 2.7, 1.5], [0.7, -0.2, 0.4], [0.3, 0.0, -1.7], [1.0, 0.0, -1.5], [-0.7, 0.1, 1.2], [0.6, 0.1, 0.0], [0.0, -2.2, -0.5], [0.3, 0.3, 0.1], [-0.6, 0.8, -1.1], [0.0, 0.0, 0.0], [-0.1, 0.3, -0.3], [0.0, -0.1, 0.2], [0.0, -0.4, 1.9], [-0.4, 0.0, 0.1], [0.0, 0.0, 0.1], [0.2, -0.1, -0.1], [-0.2, 0.1, 0.1], [-0.4, -0.8, -0.7], [0.0, -0.1, 0.0], [0.4, -0.3, 0.4], [-0.3, -0.2, 0.0], [0.2, -0.1, 0.2], [0.0, -0.3, 0.0], [-0.3, -0.1, -0.2], [0.0, 0.2, 0.1], [0.2, 0.0, 0.3], [0.0, 0.1, 0.2], [-0.1, 0.1, -0.2], [0.0, 0.1, -0.5], [-0.1, 0.0, -0.1], [0.0, -0.1, -0.1], [0.1, 0.0, 0.1]]}

=====

Record 2
{"formula": "C9H18BrN2O2", "method": "wB97M-V/def2-TZVPD", "total_energy_ha": -3187.37224, "smiles": "CC(C)[C@H]1O/C(Br)=C\\NC[N@@H+](C)[C@H]1O", "total_charge": 1, "e_homo_ev": -11.7642, "symbols": ["Br", "O", "O", "N", "N", "C", "C", "C", "C", "C", "C", "C", "C", "C", "H", "H", "H", "H", "H", "H", "H", "H", "H", "H", "H", "H", "H", "H", "H", "H", "H", "H"], "coordinates": [[4.224, -0.218, 0.165], [-0.790, -0.131, 1.953], [1.545, -0.131, 0.633], [0.953, -2.717, -0.754], [-1.081, -1.561, -0.032], [2.420, -0.804, -0.063], [-2.355, -2.003, 0.487], [-0.105, 2.656, -1.129], [2.183, -1.979, -0.761], [0.092, -2.589, 0.345], [-0.768, -0.125, 0.477], [1.855, 2.701, 0.597], [0.555, 0.560, -0.045], [0.496, 2.174, 0.213], [0.036, 0.152, 2.306], [-1.075, -1.477, -1.006], [-0.382, 3.819, -1.045], [-2.637, -2.995, 0.107], [-0.974, 1.970, -1.317], [0.622, -2.145, 1.339], [-0.333, -3.603, 0.642], [-3.165, -1.270, 0.075], [-1.579, 0.446, 0.247], [1.863, 3.829, 0.593], [2.651, 2.519, -0.191], [2.898, -2.471, -1.393], [0.509, 0.229, -1.125], [0.891, -3.640, -1.290], [-2.370, -2.122, 1.590], [2.191, 2.025, 1.451], [-0.171, 2.351, 0.939], [0.619, 2.661, -2.047]], "forces_ev_per_a": [[-0.3, -0.1, -0.3], [-1.4, -1.0, -2.7], [-0.2, 0.9, 1.6], [0.3, -0.8, -0.6], [2.3, 0.3, 3.4], [1.9, -3.7, -2.4], [-3.1, 0.3, -0.3], [0.4, 2.4, -0.7], [-0.6, 1.1, 1.0], [0.5, 0.0, 2.3], [2.4, -0.2, 3.5], [1.5, -0.6, -0.9], [-2.8, -0.6, -0.5], [2.5, -2.6, -4.8], [1.3, 0.2, 0.2], [-0.1, -0.2, -2.1], [0.0, -2.7, -0.2], [0.4, 0.3, -0.2], [0.4, 1.2, -0.3], [-1.4, -1.0, -2.6], [0.0, 1.6, -0.6], [1.3, -1.3, 1.2], [-2.5, 1.4, -1.2], [-0.1, -1.2, 1.2], [-1.1, -0.2, 0.5], [0.6, 0.3, 0.1], [0.9, 1.0, 0.6], [0.5, 2.2, 1.1], [0.2, 0.7, -0.7], [-0.1, 2.0, -0.4], [-2.5, 0.6, 2.8], [-1.1, -0.5, 1.8]]}

=====

Record 3
{"formula": "C9H18CeCl2N2O2P", "method": "wB97M-V/def2-TZVPD", "total_energy_ha": -2349.58649, "total_charge": 3, "de_lowest_kcal_mol": 0.0, "e_homo_ev": -19.4956, "symbols": ["Ce", "Cl", "Cl", "P", "O", "O", "N", "N", "C", "C", "C", "C", "C", "C", "C", "C", "C", "H", "H", "H", "H", "H", "H", "H", "H", "H", "H", "H", "H", "H", "H", "H", "H", "H", "H"], "coordinates": [[0.460, 0.943, 0.637], [0.424, 3.492, 0.274], [2.483, -0.474, -0.508], [0.088, 0.044, -3.314], [-3.160, 1.739, -0.593], [-0.367, -0.826, -0.844], [0.216, 0.539, 2.875], [0.008, 0.083, 5.295], [-2.104, 1.537, -0.183], [1.047, 0.578, 6.232], [0.031, -1.237, -1.994], [0.105, 0.311, 4.034], [0.778, -0.644, -4.810], [-1.610, 0.555, -3.586], [0.286, -2.671, -2.273], [1.028, 1.492, -2.822], [-1.108, -0.731, 5.838], [0.468, 2.152, -2.135], [-2.073, -0.292, 5.555], [0.718, 0.336, 7.241], [0.767, 0.149, -5.572], [-1.776, 0.614, -4.671], [-1.056, -1.760, 5.459], [2.011, 0.092, 6.034], [1.024, -2.795, -3.082], [1.818, -0.967, -4.649], [-2.300, -0.177, -3.146], [1.164, 1.665, 6.131], [0.176, -1.490, -5.172], [1.974, 1.188, -2.347], [-1.783, 1.541, -3.139], [-1.010, -0.739, 6.921], [-0.658, -3.152, -2.588], [0.669, -3.165, -1.368], [1.263, 2.068, -3.729]], "forces_ev_per_a": [[1.4, 0.2, -0.7], [0.1, -2.1, 0.3], [-1.1, 1.3, 1.2], [0.1, 0.7, -1.3], [4.2, -0.7, 1.6], [0.7, -0.2, -2.4], [-0.1, 0.0, -0.2], [0.1, 0.1, -1.3], [-4.2, 0.7, -1.5], [0.9, 0.5, 0.1], [-1.0, 0.0, 3.0], [0.1, -0.1, 1.1], [0.2, -0.2, -0.1], [-0.3, -0.2, 0.1], [0.5, 0.3, 0.1], [0.5, -0.1, 0.6], [-0.8, -0.5, -0.3], [0.1, -0.2, -0.3], [0.3, 0.0, 0.1], [0.0, 0.1, -0.1], [0.0, -0.2, 0.2], [-0.1, 0.0, 0.2], [0.1, 0.3, 0.1], [-0.3, 0.0, 0.0], [-0.4, 0.0, 0.2], [-0.3, 0.1, -0.1], [0.0, 0.2, -0.2], [-0.1, -0.3, 0.1], [0.1, 0.2, 0.1], [-0.2, 0.2, -0.4], [0.0, -0.2, -0.2], [0.0, 0.0, -0.2], [0.1, 0.1, 0.1], [-0.3, 0.1, -0.2], [-0.2, -0.1, 0.2]]}

=====

Record 4
{"formula": "C9H18CeCl2O", "method": "wB97M-V/def2-TZVPD", "total_energy_ha": -1824.62591, "multiplicity": 2, "total_charge": -1, "e_homo_ev": [-3.9365, -4.2320], "symbols": ["Ce", "Cl", "Cl", "O", "C", "C", "C", "C", "C", "C", "C", "C", "C", "H", "H", "H", "H", "H", "H", "H", "H", "H", "H", "H", "H", "H", "H", "H", "H", "H", "H"], "coordinates": [[0.496, 1.696, 2.259], [-0.677, 3.360, 0.736], [2.150, 2.321, 4.065], [-0.573, 0.020, 2.871], [-0.469, -1.282, 3.453], [-1.370, 0.631, -1.893], [1.154, -0.528, -3.032], [-0.727, -0.612, -1.374], [1.621, 0.267, 0.579], [0.835, 0.975, -3.146], [-1.626, -1.590, 4.395], [0.439, -1.131, -1.868], [-0.672, 1.206, -3.143], [-1.829, -0.755, 5.068], [1.274, 1.381, -4.064], [-1.405, 1.413, -1.111], [1.726, 0.493, -0.501], [1.293, 1.504, -2.303], [2.624, 0.358, 1.053], [-2.423, 0.428, -2.145], [-1.201, -1.043, -0.485], [2.235, -0.698, -2.941], [-2.529, -1.776, 3.817], [-1.107, 0.735, -4.033], [0.487, -1.354, 3.987], [0.828, -1.016, -3.967], [1.290, -0.780, 0.722], [0.889, -2.018, -1.413], [-0.408, -2.012, 2.629], [-0.879, 2.280, -3.221], [-1.446, -2.474, 5.006]], "forces_ev_per_a": [[-0.1, -0.7, -1.0], [-0.9, 1.3, -0.9], [1.3, 0.5, 1.4], [-0.9, -1.9, 1.2], [0.2, 0.9, -0.6], [-0.1, 0.6, -0.3], [0.0, 0.4, -0.4], [1.7, -0.9, -0.4], [0.6, 0.0, -0.1], [0.1, -0.2, 0.0], [-0.1, 0.0, -0.2], [-2.2, 0.2, 0.8], [-0.2, 0.0, 0.0], [0.2, 0.0, -0.1], [0.0, 0.0, 0.1], [0.1, -0.4, -0.1], [0.1, -0.2, 0.7], [-0.1, 0.0, -0.1], [0.0, -0.1, -0.2], [0.1, 0.0, 0.1], [0.3, -0.1, -0.3], [-0.2, 0.1, 0.0], [-0.2, 0.1, 0.0], [0.1, 0.0, 0.0], [0.0, 0.0, 0.1], [0.2, 0.0, 0.2], [0.2, 0.4, -0.2], [-0.3, 0.3, 0.0], [-0.2, 0.0, 0.2], [0.0, -0.1, 0.0], [0.2, -0.1, 0.0]]}

=====

Record 5
{"formula": "C9H18Cl2OPd", "method": "wB97M-V/def2-TZVPD", "total_energy_ha": -1476.95300, "multiplicity": 5, "total_charge": 0, "de_lowest_kcal_mol": 0.0, "e_homo_ev": [-7.4002, -9.1137], "symbols": ["Pd", "Cl", "Cl", "O", "C", "C", "C", "C", "C", "C", "C", "C", "C", "H", "H", "H", "H", "H", "H", "H", "H", "H", "H", "H", "H", "H", "H", "H", "H", "H", "H"], "coordinates": [[-1.339, 1.523, 1.657], [0.706, 1.819, -0.675], [-0.888, -0.770, 1.967], [2.261, -0.808, -0.165], [-1.332, 2.275, -2.947], [-1.818, 1.135, -0.266], [-0.712, 0.714, -1.042], [-2.259, 2.594, -0.506], [-1.011, 0.828, -2.541], [-2.252, 3.048, -1.978], [-1.266, 2.353, 3.250], [2.223, -1.279, 1.163], [3.075, -2.531, 1.259], [-0.332, -0.271, -0.763], [-3.246, 2.721, -0.038], [2.571, -3.355, 0.741], [1.703, -0.006, -0.205], [-1.788, 2.270, -3.949], [3.233, -2.822, 2.301], [-0.402, 2.850, -3.053], [-3.290, 3.024, -2.332], [-2.664, 0.443, -0.288], [-2.292, 2.498, 3.699], [4.044, -2.366, 0.775], [-1.882, 0.201, -2.748], [-1.981, 4.112, -1.986], [1.159, -1.499, 1.387], [-1.581, 3.242, 0.087], [2.551, -0.511, 1.886], [-0.186, 0.446, -3.150], [-0.410, 2.806, 3.810]], "forces_ev_per_a": [[1.2, -2.5, -1.4], [0.1, 0.3, 0.2], [-0.4, -0.4, 0.4], [-0.1, 0.8, -0.6], [0.2, 0.3, -0.1], [-3.6, 1.5, -2.2], [2.2, -0.9, -1.4], [0.1, -0.3, 0.6], [-0.2, 0.4, -0.2], [-0.5, 0.3, -0.2], [-0.4, 3.5, 5.8], [-0.8, -0.5, 0.6], [-0.1, 0.0, -0.2], [-0.2, 0.0, -0.1], [0.2, 0.1, -0.4], [0.2, 0.1, 0.1], [0.7, -0.6, 0.0], [0.1, 0.0, 0.3], [0.0, 0.0, -0.1], [-0.1, -0.3, 0.1], [0.2, -0.2, 0.0], [0.3, -0.2, 0.2], [1.0, -0.2, -0.4], [-0.1, 0.0, 0.2], [0.0, -0.1, 0.1], [0.0, -0.2, -0.1], [1.0, -0.1, 0.2], [-0.2, 0.1, -0.5], [0.1, -0.1, -0.3], [0.0, 0.0, 0.2], [-0.6, -0.6, -0.7]]}

=====

Record 6
{"formula": "C9H18Cl3I2MoO3P2", "method": "wB97M-V/def2-TZVPD", "total_energy_ha": -3305.09344, "multiplicity": 3, "total_charge": 3, "e_homo_ev": [-18.7312, -18.7328], "symbols": ["I", "I", "Mo", "Cl", "Cl", "Cl", "P", "P", "O", "O", "O", "C", "C", "C", "C", "C", "C", "C", "C", "C", "H", "H", "H", "H", "H", "H", "H", "H", "H", "H", "H", "H", "H", "H", "H", "H", "H", "H"], "coordinates": [[2.308, 0.432, -1.348], [-2.935, 0.492, -0.930], [-0.257, 0.261, -0.319], [2.834, -2.840, 2.212], [0.901, -2.918, 4.427], [3.424, -1.337, 4.645], [-0.404, -2.118, -0.903], [-0.350, 2.716, -0.869], [0.244, -1.133, 2.528], [1.989, 0.368, 2.796], [-0.750, 0.945, 2.729], [-1.712, 3.470, -1.881], [1.520, -0.772, 2.967], [2.172, -2.005, 3.610], [-0.268, 0.126, 1.984], [1.105, -2.960, -1.518], [-0.583, 3.581, 0.748], [-0.775, -3.099, 0.564], [1.107, 3.647, -1.544], [-1.671, -2.673, -2.154], [0.219, 3.261, 1.420], [1.857, -2.897, -0.731], [1.948, 3.570, -0.854], [-1.549, -3.737, -2.338], [-1.029, -4.093, 0.148], [0.036, -3.248, 1.306], [-2.681, -2.484, -1.802], [0.798, 4.690, -1.646], [1.435, -2.441, -2.418], [-1.536, 4.547, -1.988], [-1.667, -2.675, 1.050], [1.370, 3.232, -2.518], [-1.531, -2.147, -3.100], [-0.527, 4.662, 0.585], [0.906, -4.011, -1.745], [-1.711, 2.996, -2.869], [-2.676, 3.295, -1.391], [-1.559, 3.296, 1.147]], "forces_ev_per_a": [[-1.3, -0.2, 0.6], [1.5, -0.3, 0.4], [-0.4, 0.7, 2.4], [0.3, -0.6, -0.3], [0.7, -0.2, 0.2], [-0.2, -0.8, 0.1], [0.2, -2.6, -2.2], [-0.1, 3.2, -1.0], [0.2, 3.1, -1.7], [-1.8, -4.0, 0.1], [1.1, -2.0, -3.3], [0.3, -1.0, 0.0], [1.2, 2.6, -0.2], [-0.1, 1.5, 0.5], [-1.3, 0.6, 2.8], [0.0, 0.9, 0.1], [0.0, -1.4, 0.3], [-0.5, 0.0, 1.0], [-0.3, -1.1, 0.1], [0.3, 0.9, 0.3], [-0.2, 0.2, 0.2], [0.2, 0.0, -0.1], [0.0, 0.1, 0.0], [0.2, -0.2, 0.2], [0.0, 0.4, 0.0], [-0.4, 0.4, -0.6], [-0.1, 0.0, 0.1], [0.0, -0.1, 0.0], [0.2, -0.2, -0.1], [0.1, -0.3, 0.1], [0.2, -0.4, 0.1], [0.1, 0.2, -0.1], [0.1, 0.0, 0.0], [0.0, -0.2, -0.3], [-0.2, 0.2, 0.1], [-0.1, 0.2, 0.0], [0.1, 0.2, -0.1], [0.2, 0.2, 0.2]]}

=====

Record 7
{"formula": "C9H18ClP", "method": "wB97M-V/def2-TZVPD", "total_energy_ha": -1154.99366, "total_charge": 0, "de_lowest_kcal_mol": 118.6, "e_homo_ev": [-6.3984, -6.3819], "symbols": ["Cl", "P", "C", "C", "C", "C", "C", "C", "C", "C", "C", "H", "H", "H", "H", "H", "H", "H", "H", "H", "H", "H", "H", "H", "H", "H", "H", "H", "H"], "coordinates": [[-4.201, 0.090, 0.771], [-3.342, -0.672, -0.835], [0.263, -1.760, -1.251], [-0.002, -1.255, 0.301], [-0.756, -2.274, 1.075], [-1.149, 2.037, 0.914], [-1.201, 1.666, -1.529], [1.293, -1.221, 1.086], [-0.765, -0.054, 0.086], [-0.428, 1.302, -0.208], [1.139, 1.600, -0.267], [-1.667, -2.498, 0.615], [0.145, -2.938, -1.174], [-0.476, -1.349, -1.800], [-0.983, 1.595, 1.878], [-2.076, 1.158, -1.416], [1.918, 0.931, 0.019], [-0.984, 3.032, 0.838], [2.107, -0.446, 0.953], [-1.004, -1.849, 1.968], [1.332, 1.807, -1.267], [1.234, -1.362, -1.517], [-1.334, 2.668, -1.796], [1.367, 2.540, 0.227], [-0.676, 1.435, -2.396], [-0.204, -3.154, 1.170], [1.157, -1.190, 2.148], [-2.194, 1.933, 0.655], [1.696, -2.254, 0.753]], "forces_ev_per_a": [[-0.9, 0.6, 1.4], [1.6, -0.8, -0.6], [1.3, -2.2, 4.1], [1.3, 0.6, -0.4], [-0.7, -0.1, -1.8], [-1.5, -2.6, -0.4], [2.6, 0.5, 1.3], [3.2, -0.9, -1.2], [-2.8, -1.5, -1.6], [2.5, 0.3, -0.6], [-1.4, 1.5, 0.4], [-1.5, -0.4, -0.9], [0.5, 2.6, -0.4], [-2.4, 1.0, -2.4], [0.2, 0.2, 0.7], [-2.5, -0.9, -0.5], [-0.3, -0.7, 0.4], [1.1, 3.2, 0.2], [-1.1, -1.1, -0.5], [-0.5, 0.8, 2.8], [0.5, 0.4, -2.1], [0.2, -0.4, -0.3], [-0.4, 2.2, 0.9], [-0.1, 0.2, 0.3], [1.1, -1.7, -1.5], [1.0, -1.4, 0.4], [-0.5, -0.4, 0.6], [-0.5, -0.2, 0.4], [0.2, 1.6, 1.2]]}